No. 1
{
  "formula": "C39H84N5O7Y",
  "method": "the ωB97M-V functional and the def2-TZVPD basis",
  "elements": ["Y", "C", "C", "C", "C", "C", "C", "N", "O", "C", "C", "C", "H", "H", "H", "H", "H", "H", "H", "H", "H", "H", "H", "H", "H", "H", "H", "H", "H", "H", "C", "C", "C", "C", "C", "C", "N", "O", "C", "C", "C", "H", "H", "H", "H", "H", "H", "H", "H", "H", "H", "H", "H", "H", "H", "H", "H", "H", "H", "C", "C", "C", "C", "C", "C", "N", "O", "C", "C", "C", "H", "H", "H", "H", "H", "H", "H", "H", "H", "H", "H", "H", "H", "H", "H", "H", "H", "H", "C", "O", "C", "C", "N", "C", "C", "O", "C", "H", "H", "H", "H", "H", "H", "H", "H", "H", "H", "H", "H", "H", "H", "H", "C", "O", "C", "C", "N", "C", "C", "O", "C", "H", "H", "H", "H", "H", "H", "H", "H", "H", "H", "H", "H", "H", "H", "H"],
  "coordinates": [[5.0436, 25.6004, -4.3725], [4.8668, 24.8380, -10.1604], [3.6433, 25.7330, -10.3099], [3.0411, 25.4038, -11.6878], [1.6274, 25.9205, -11.9082], [0.7277, 25.3030, -10.8047], [1.1559, 25.7253, -9.3131], [2.6110, 25.4415, -9.2415], [3.1741, 25.4817, -7.8597], [0.2950, 24.7299, -8.4086], [0.8250, 27.1734, -9.0216], [4.0583, 27.2346, -10.3046], [5.6107, 25.0367, -10.9319], [4.5138, 23.8087, -10.2251], [5.4047, 24.8713, -9.2129], [3.0501, 24.3694, -12.0313], [3.5895, 25.9644, -12.4448], [1.1623, 25.7048, -12.8702], [1.6124, 27.0032, -11.7829], [0.7941, 24.2209, -10.9180], [-0.2621, 25.7381, -10.9428], [0.6829, 23.7314, -8.6102], [-0.7715, 24.7915, -8.6248], [0.4857, 24.8550, -7.3427], [1.2172, 27.8239, -9.8034], [1.0914, 27.5549, -8.0359], [-0.2415, 27.2782, -9.2209], [4.8491, 27.2395, -11.0546], [4.4482, 27.5844, -9.3487], [3.2805, 27.8862, -10.7028], [8.1804, 28.3517, -0.2239], [8.0578, 27.1951, 0.7475], [8.0368, 27.8106, 2.2096], [7.6735, 26.8617, 3.3669], [6.3732, 26.0778, 3.0043], [6.3809, 25.3777, 1.6098], [6.7999, 26.3971, 0.5740], [6.6179, 25.9504, -0.8146], [4.8839, 24.8991, 1.4003], [7.2332, 24.0832, 1.7871], [9.3794, 26.3521, 0.7240], [9.1387, 28.8467, -0.0665], [7.4547, 29.1298, 0.0127], [8.0312, 28.1179, -1.2781], [7.2359, 28.5480, 2.2626], [9.0324, 28.2298, 2.3554], [7.5333, 27.3413, 4.3356], [8.4422, 26.0962, 3.4725], [5.5764, 26.8215, 3.0162], [6.1676, 25.3127, 3.7530], [4.8018, 24.2357, 0.5394], [4.2491, 25.7482, 1.1469], [4.3784, 24.3164, 2.1704], [7.6931, 23.9745, 0.8049], [6.7461, 23.1436, 2.0476], [8.0323, 24.2405, 2.5116], [9.3920, 25.5961, 1.5091], [10.2552, 26.9998, 0.7619], [9.4016, 25.8743, -0.2555], [7.1075, 20.2398, -7.0355], [5.9663, 19.7149, -6.0880], [5.9552, 18.2084, -6.0052], [7.0596, 17.6419, -5.1224], [6.7874, 18.2372, -3.7180], [6.8569, 19.7642, -3.6606], [6.0378, 20.3515, -4.7894], [6.0250, 21.8340, -4.7915], [8.3705, 20.2087, -3.6858], [6.2501, 20.1956, -2.3090], [4.6171, 20.0479, -6.7213], [8.0972, 20.0018, -6.6457], [7.1520, 21.3254, -6.9479], [7.0814, 19.8727, -8.0615], [6.0411, 17.8085, -7.0155], [5.0387, 17.8858, -5.5112], [8.0681, 17.9029, -5.4432], [6.9335, 16.5596, -5.0927], [7.5986, 17.8588, -3.0960], [5.8211, 17.9390, -3.3113], [8.7951, 20.1645, -4.6887], [8.9594, 19.7003, -2.9224], [8.4762, 21.2638, -3.4333], [6.2135, 21.2786, -2.1916], [6.9757, 19.7904, -1.6037], [5.2250, 19.8511, -2.1726], [3.7604, 19.5641, -6.2523], [4.5983, 19.6755, -7.7456], [4.5044, 21.1319, -6.7378], [-0.6362, 22.8868, -0.2849], [0.5294, 23.1979, -1.0472], [0.2216, 23.0819, -2.4578], [1.4675, 23.5009, -3.2522], [2.0720, 24.7815, -2.8208], [1.1853, 25.8570, -3.2424], [1.4460, 27.0269, -2.3117], [2.8367, 27.1762, -2.3986], [3.3141, 28.3215, -1.6706], [-0.4415, 22.8148, 0.7852], [-1.0591, 21.9415, -0.6250], [-1.4342, 23.5899, -0.5234], [-0.5764, 23.7421, -2.7976], [-0.1043, 22.0652, -2.6771], [1.2558, 23.5221, -4.3212], [2.2732, 22.7787, -3.1204], [1.8228, 24.7588, -1.8423], [0.1381, 25.6449, -3.0268], [1.3886, 26.2950, -4.2196], [1.2039, 26.9126, -1.2550], [0.9103, 27.9142, -2.6492], [4.3530, 28.5132, -1.9388], [3.1558, 28.1021, -0.6147], [2.8334, 29.2666, -1.9229], [11.7780, 27.1006, -3.6031], [10.5626, 26.8090, -4.2911], [10.6850, 25.7368, -5.2710], [9.2447, 25.5144, -5.8079], [8.2100, 26.4825, -5.2697], [8.2356, 27.6218, -6.2574], [7.3157, 28.7725, -5.7854], [6.0048, 28.2553, -5.4776], [5.0495, 29.3276, -5.7148], [12.5395, 27.2993, -4.3573], [12.2192, 26.2829, -3.0332], [11.6994, 27.9457, -2.9193], [11.1423, 24.8276, -4.8805], [11.3359, 25.9968, -6.1058], [9.0444, 24.4925, -5.4862], [9.3273, 25.3932, -6.8880], [8.9312, 26.7377, -4.6102], [7.9739, 27.3369, -7.2764], [9.2562, 28.0042, -6.2744], [7.3801, 29.5289, -6.5676], [7.6817, 29.2992, -4.9040], [5.0633, 29.5118, -6.7890], [5.3059, 30.2108, -5.1297], [4.0122, 29.0635, -5.5089]],
  "lumo_energy_ha": -0.0908,
  "orbital_gap_ha": 0.1006,
  "total_energy_ev": -64611.993,
  "total_charge": 0
}



No. 2
{
  "formula": "C36H72O36",
  "method": "the ωB97M-V functional and the def2-TZVPD basis",
  "elements": ["C", "O", "C", "O", "O", "C", "H", "H", "H", "H", "H", "H", "C", "O", "C", "O", "O", "C", "H", "H", "H", "H", "H", "H", "C", "O", "C", "O", "O", "C", "H", "H", "H", "H", "H", "H", "C", "O", "C", "O", "O", "C", "H", "H", "H", "H", "H", "H", "C", "O", "C", "O", "O", "C", "H", "H", "H", "H", "H", "H", "C", "O", "C", "O", "O", "C", "H", "H", "H", "H", "H", "H", "C", "O", "C", "O", "O", "C", "H", "H", "H", "H", "H", "H", "C", "O", "C", "O", "O", "C", "H", "H", "H", "H", "H", "H", "C", "O", "C", "O", "O", "C", "H", "H", "H", "H", "H", "H", "C", "O", "C", "O", "O", "C", "H", "H", "H", "H", "H", "H", "C", "O", "C", "O", "O", "C", "H", "H", "H", "H", "H", "H", "C", "O", "C", "O", "O", "C", "H", "H", "H", "H", "H", "H"],
  "coordinates": [[-1.9441, -0.8014, -0.4880], [-1.7823, -0.0235, 0.6905], [-0.6261, 0.5227, 0.9680], [0.4488, 0.1936, 0.5150], [-0.7806, 1.4603, 1.9017], [0.2647, 2.4132, 2.0236], [-2.9250, -0.6040, -0.8988], [-1.7424, -1.8513, -0.2905], [-1.2037, -0.5853, -1.2615], [1.1158, 2.0169, 2.5832], [-0.1433, 3.3377, 2.4127], [0.7220, 2.5974, 1.0489], [2.5669, -2.1686, -0.8246], [1.3609, -2.7061, -1.4169], [1.4535, -3.8888, -1.9986], [2.3727, -4.6526, -2.0325], [0.2314, -4.1335, -2.4950], [0.0105, -5.3202, -3.2420], [2.2555, -1.5830, 0.0334], [2.9203, -1.4260, -1.5442], [3.3242, -2.9191, -0.6389], [0.7724, -5.4332, -4.0143], [-0.9797, -5.1228, -3.6432], [0.0699, -6.2019, -2.6001], [1.5228, 5.8480, 2.7944], [2.2847, 5.9842, 1.5918], [1.7258, 5.5436, 0.4652], [0.6292, 5.0346, 0.3955], [2.5423, 5.7906, -0.5348], [2.1863, 5.2465, -1.8131], [1.8647, 6.6757, 3.4166], [1.7743, 4.9379, 3.3366], [0.4673, 5.9772, 2.5703], [3.0324, 5.5157, -2.4371], [1.2199, 5.6264, -2.1349], [2.1238, 4.1576, -1.7862], [-3.5486, -4.8330, 4.4557], [-2.2065, -4.7626, 3.9970], [-1.9295, -3.6983, 3.2376], [-2.6906, -2.8108, 2.9563], [-0.6851, -3.7793, 2.8102], [-0.1604, -2.7162, 2.0162], [-4.2910, -4.3355, 3.8260], [-3.5745, -4.2908, 5.4010], [-3.9373, -5.8455, 4.5208], [-0.3641, -2.7734, 0.9505], [0.8943, -2.9543, 2.1704], [-0.3309, -1.7096, 2.3902], [-1.0338, 4.6056, 5.4582], [-1.0487, 3.2466, 5.8337], [-1.7306, 2.3942, 5.0591], [-2.4659, 2.7131, 4.1688], [-1.5262, 1.1597, 5.5132], [-2.0862, 0.0967, 4.7556], [-0.3733, 5.0856, 6.1790], [-1.9959, 5.1157, 5.5155], [-0.6215, 4.7148, 4.4541], [-3.1716, 0.1339, 4.7785], [-1.6237, -0.8193, 5.1201], [-1.7262, 0.1130, 3.7229], [2.9614, -1.8289, -6.6067], [1.9361, -2.7426, -6.2466], [0.9937, -2.3498, -5.3916], [0.0009, -2.9860, -5.2223], [1.3470, -1.2801, -4.6864], [0.5281, -0.8716, -3.6064], [2.7009, -0.9640, -7.2196], [3.6800, -2.3473, -7.2415], [3.4798, -1.5101, -5.7040], [-0.5366, -0.9041, -3.8333], [0.8262, 0.1442, -3.3696], [0.6737, -1.5195, -2.7401], [-7.1858, -5.4193, 0.5901], [-6.0096, -4.7012, 0.2791], [-4.9209, -5.2579, -0.2190], [-4.8058, -6.4312, -0.4847], [-4.0316, -4.3088, -0.4015], [-2.7040, -4.6178, -0.8153], [-7.9800, -5.0019, -0.0296], [-7.5040, -5.2268, 1.6138], [-7.0234, -6.4802, 0.4095], [-2.2926, -5.5311, -0.3868], [-2.1585, -3.7192, -0.5565], [-2.7429, -4.7884, -1.8926], [-1.3141, 1.9766, -3.1412], [-1.7775, 1.4639, -4.3687], [-2.6899, 0.4698, -4.3170], [-3.0163, -0.1197, -3.3283], [-3.2030, 0.3883, -5.5175], [-4.3977, -0.3540, -5.7299], [-2.0697, 1.9931, -2.3497], [-0.9341, 2.9916, -3.2275], [-0.5271, 1.4461, -2.5952], [-4.7949, -0.1640, -6.7210], [-5.0921, 0.0140, -4.9698], [-4.3213, -1.4317, -5.5859], [-7.6903, -2.4246, -3.2757], [-6.9409, -1.2427, -3.0808], [-6.6993, -0.8596, -1.8262], [-6.9376, -1.4560, -0.8183], [-6.2380, 0.3834, -1.9342], [-5.7905, 1.1408, -0.8395], [-7.2109, -3.1928, -3.8848], [-8.6193, -2.2254, -3.8121], [-7.9208, -2.8771, -2.3121], [-4.7944, 0.7806, -0.5739], [-6.4050, 1.0824, 0.0636], [-5.7963, 2.1978, -1.0952], [2.9862, 0.0115, 2.8315], [4.3861, 0.1627, 2.8183], [4.9800, -0.3763, 1.7685], [4.4226, -1.0608, 0.9417], [6.2605, -0.1029, 1.7555], [7.0477, -0.6880, 0.7285], [2.6711, -1.0154, 2.6482], [2.3714, 0.6239, 2.1659], [2.4902, 0.2894, 3.7649], [8.0722, -0.6613, 1.0949], [6.8662, -0.2274, -0.2389], [6.8698, -1.7638, 0.6509], [7.4387, 3.0820, -2.1117], [6.1808, 3.0094, -1.4778], [5.3747, 1.9658, -1.6115], [5.5093, 0.9925, -2.3148], [4.2073, 2.2981, -1.0374], [3.0549, 1.4620, -1.1052], [7.8265, 2.1331, -2.4745], [8.1169, 3.5105, -1.3709], [7.4682, 3.8225, -2.9131], [2.7251, 1.1139, -2.0852], [2.3141, 2.1868, -0.7682], [3.0710, 0.6013, -0.4399], [3.0595, 3.9050, 6.2219], [2.9736, 3.3775, 4.8708], [3.9347, 3.7548, 4.0424], [4.9308, 4.3476, 4.3729], [3.5959, 3.4515, 2.8121], [4.4371, 3.6801, 1.6875], [2.8575, 4.9681, 6.0825], [4.0746, 3.7404, 6.5693], [2.2667, 3.4542, 6.8056], [3.9761, 4.1653, 0.8392], [4.9038, 2.7115, 1.4993], [5.3188, 4.2282, 2.0369]],
  "lumo_energy_ha": 0.0152,
  "orbital_gap_ha": 0.3999,
  "de_lowest_kj_mol": 178.0,
  "total_energy_ev": -112207.489,
  "smiles": "COC(=O)OC.COC(=O)OC.COC(=O)OC.COC(=O)OC.COC(=O)OC.COC(=O)OC.COC(=O)OC.COC(=O)OC.COC(=O)OC.COC(=O)OC.COC(=O)OC.COC(=O)OC",
  "total_charge": 0
}



No. 3
{
  "formula": "C5H9NO",
  "method": "the ωB97M-V functional and the def2-TZVPD basis",
  "elements": ["C", "C", "C", "C", "C", "N", "O", "H", "H", "H", "H", "H", "H", "H", "H", "H"],
  "coordinates": [[-0.6133, 0.0825, -2.0264], [-0.5460, -0.6070, -0.6723], [1.2708, -1.5144, 0.5852], [0.4866, -0.6183, 1.5494], [-0.2230, 0.2462, 0.5361], [-0.3744, 1.5124, 0.4930], [0.0517, 2.1441, 1.6706], [-0.7602, -0.6485, -2.8303], [0.3026, 0.6522, -2.2211], [-1.4521, 0.7896, -2.0458], [-1.4403, -1.2211, -0.4789], [0.2576, -1.4523, -0.6371], [1.9870, -0.8170, 0.0887], [1.1290, -0.0037, 2.1937], [-0.2097, -1.1952, 2.1749], [-0.0921, 3.0813, 1.4641]],
  "lumo_energy_ha": -0.0015,
  "orbital_gap_ha": 0.3125,
  "de_lowest_kj_mol": 628.0,
  "total_energy_ev": -8862.704,
  "total_charge": 0
}